No. 1
Below is the molecule C5H5NO3S, with properties calculated with ωB97M-V with the def2-TZVPD basis set.

Last columns: bonded neighbours and bond lengths (Å).
Cartesian coordinates (Å):
1 O -2.97853 -1.35648 -1.39732  N2 1.236
2 N -2.37835 -1.05206 -0.36008  O1 1.236, O3 1.386, C4 1.261
3 O -1.83710 -2.08094 0.39371  N2 1.386, H11 0.970
4 C -2.35840 0.11472 0.11891  N2 1.261, C5 1.323
5 C -2.00907 1.30046 0.58914  C4 1.323, S6 1.773, H12 1.084
6 S -0.51616 2.16589 0.18197  C5 1.773, C7 1.844
7 C 0.38287 0.62708 -0.29046  S6 1.844, C8 1.295, H13 1.001
8 C 1.61847 0.40067 0.02446  C7 1.295, C9 1.321
9 C 2.84915 0.35025 0.50324  C8 1.321, O10 1.367, H14 1.167
10 O 3.25356 -0.38265 1.58400  C9 1.367, H15 1.031
11 H -1.94933 -2.83118 -0.21119  O3 0.970
12 H -2.71514 1.89692 1.15643  C5 1.084
13 H -0.29869 0.18914 -0.87774  C7 1.001
14 H 3.65159 0.87498 -0.16236  C9 1.167
15 H 2.35585 -0.79363 1.88097  O10 1.031

Results
Calculated total energy (eV): -23725.83814
Gap between HOMO and LUMO (eV): 9.2330

=====

No. 2
Below is a 2-piece molecular cluster, C3H10N2O overall, with properties calculated with ωB97M-V with the def2-TZVPD basis set.

Last columns: bonded neighbours and bond lengths (Å).
Cartesian coordinates (Å):
1 C -0.45138 0.49634 1.75684  C2 1.506, H6 1.085, H7 1.083, H8 1.090
2 C -0.66074 -0.71588 0.88738  C1 1.506, N3 1.433, H9 1.093, H10 1.100
3 N -1.18634 -0.44679 -0.41807  C2 1.433, C4 1.378, H11 1.004
4 C -0.62385 0.57298 -1.15448  N3 1.378, N5 1.285, H12 1.084
5 N -1.36606 1.19672 -1.99713  C4 1.285, H13 1.024
6 H -0.54998 0.31459 2.82210  C1 1.085
7 H -1.09750 1.30732 1.44494  C1 1.083
8 H 0.59629 0.77653 1.64780  C1 1.090
9 H 0.20958 -1.36565 0.76551  C2 1.093
10 H -1.37113 -1.45982 1.27573  C2 1.100
11 H -1.60799 -1.09940 -1.05450  N3 1.004
12 H 0.32339 0.95003 -0.78750  C4 1.084
13 H -0.82631 2.04146 -2.20463  N5 1.024
14 H 2.48497 -0.71591 -1.68275  O16 0.977
15 H 3.51636 -0.79633 -0.52581  O16 0.975
16 O 2.61071 -1.05619 -0.77544  H14 0.977, H15 0.975

Results
Expectation value of S²: 0.750
Calculated total energy (eV): -8298.88494
Multiplicity: 2
Total charge: -1
Gap between HOMO and LUMO (alpha / beta) (eV): 2.9977 / 9.0341

=====

No. 3
Below is the molecule C3H5NOS, with properties calculated with ωB97M-V with the def2-TZVPD basis set.

Last columns: bonded neighbours and bond lengths (Å).
Cartesian coordinates (Å):
1 C -0.92224 1.33223 -0.14402  C2 1.296, H7 1.044
2 C -1.22251 0.30886 -0.88115  C1 1.296, O5 1.349, H8 1.082
3 C 0.24438 -1.29127 0.08029  N4 1.424, O5 1.431, H9 1.200, H10 1.138
4 N 1.07589 -0.21796 0.50818  C3 1.424, S6 1.658
5 O -0.93474 -0.99235 -0.67258  C2 1.349, C3 1.431
6 S 2.31859 0.34211 -0.43645  N4 1.658, H11 1.386
7 H -1.13489 2.35042 -0.23829  C1 1.044
8 H -1.85149 0.15143 -1.74702  C2 1.082
9 H 0.79287 -2.10176 -0.61488  C3 1.200
10 H -0.00414 -1.88613 1.01838  C3 1.138
11 H 3.35256 0.33576 0.48595  S6 1.386

Results
Expectation value of S²: 2.017
Calculated total energy (eV): -17558.28744
Multiplicity: 3
Gap between HOMO and LUMO (alpha / beta) (eV): 9.1594 / 6.8131

=====

No. 4
Below is the molecule C6H12O, with properties calculated with ωB97M-V with the def2-TZVPD basis set.

Last columns: bonded neighbours and bond lengths (Å).
Cartesian coordinates (Å):
1 C 2.61354 -0.20332 0.30433  C2 1.527, H8 1.097, H9 1.095, H10 1.095
2 C 1.40061 0.24357 -0.50928  C1 1.527, C3 1.524, H11 1.098, H12 1.098
3 C 0.14944 0.42719 0.34099  C2 1.524, C4 1.545, O7 1.441, H13 1.102
4 C -1.07817 0.96614 -0.42686  C3 1.545, C5 1.536, H14 1.094, H15 1.098
5 C -2.22737 0.12858 0.15376  C4 1.536, C6 1.528, H16 1.091, H17 1.100
6 C -1.47365 -1.19901 0.22340  C5 1.528, O7 1.418, H18 1.085, H19 1.110
7 O -0.25229 -0.85698 0.85717  C3 1.441, C6 1.418
8 H 2.90264 0.55902 1.03809  C1 1.097
9 H 2.39305 -1.12685 0.84900  C1 1.095
10 H 3.47722 -0.38642 -0.34352  C1 1.095
11 H 1.62359 1.17752 -1.04267  C2 1.098
12 H 1.16136 -0.51112 -1.27044  C2 1.098
13 H 0.37841 1.07710 1.20054  C3 1.102
14 H -1.19757 2.04934 -0.32972  C4 1.094
15 H -0.97581 0.72993 -1.49420  C4 1.098
16 H -3.10033 0.05199 -0.49599  C5 1.091
17 H -2.54631 0.54184 1.12247  C5 1.100
18 H -1.89865 -2.10614 0.64104  C6 1.085
19 H -1.34972 -1.56238 -0.81810  C6 1.110

Results
Calculated total energy (eV): -8463.75421
Gap between HOMO and LUMO (eV): 10.6578

=====

No. 5
Below is a 7-piece molecular cluster, C18H40Cl10O4 overall, with properties calculated with ωB97M-V with the def2-TZVPD basis set.

Last columns: bonded neighbours and bond lengths (Å).
Cartesian coordinates (Å):
1 C -13.82864 -26.50392 -8.35091  O2 1.410, H7 1.098, H8 1.096, H9 1.090
2 O -14.96289 -27.16508 -8.86643  C1 1.410, C3 1.432
3 C -14.93469 -27.16390 -10.29846  O2 1.432, C4 1.541, H10 1.095, H11 1.089
4 C -14.01992 -28.25831 -10.88106  C3 1.541, O5 1.402, H12 1.095, H13 1.094
5 O -13.92436 -29.38885 -10.05718  C4 1.402, C6 1.414
6 C -12.70972 -30.07551 -10.28642  O5 1.414, H14 1.088, H15 1.095, H16 1.091
7 H -13.89923 -25.41728 -8.49219  C1 1.098
8 H -12.91754 -26.87254 -8.83638  C1 1.096
9 H -13.71534 -26.68741 -7.28296  C1 1.090
10 H -14.55488 -26.17874 -10.58834  C3 1.095
11 H -15.97673 -27.21676 -10.60892  C3 1.089
12 H -13.05897 -27.75620 -11.03591  C4 1.095
13 H -14.41638 -28.56833 -11.85226  C4 1.094
14 H -11.83895 -29.42991 -10.19677  C6 1.088
15 H -12.74130 -30.57351 -11.26119  C6 1.095
16 H -12.68340 -30.90592 -9.57861  C6 1.091
17 C -13.56188 -29.83740 -2.19796  O18 1.392, H23 1.095, H24 1.096, H25 1.087
18 O -12.92472 -30.61724 -3.15864  C17 1.392, C19 1.407
19 C -13.44473 -30.47166 -4.45776  O18 1.407, C20 1.504, H26 1.097, H27 1.097
20 C -12.85430 -31.49310 -5.39076  C19 1.504, O21 1.424, H28 1.095, H29 1.093
21 O -11.43189 -31.54370 -5.36627  C20 1.424, C22 1.417
22 C -10.85284 -30.58483 -6.23347  O21 1.417, H30 1.090, H31 1.094, H32 1.090
23 H -14.61338 -30.10472 -2.04828  C17 1.095
24 H -13.56289 -28.76381 -2.42022  C17 1.096
25 H -13.05943 -29.94808 -1.24020  C17 1.087
26 H -13.21374 -29.45954 -4.81372  C19 1.097
27 H -14.52951 -30.63721 -4.45713  C19 1.097
28 H -13.28863 -31.36316 -6.38770  C20 1.095
29 H -13.09532 -32.51672 -5.09391  C20 1.093
30 H -11.36433 -29.62662 -6.13805  C22 1.090
31 H -10.84303 -30.93382 -7.27023  C22 1.094
32 H -9.78616 -30.49426 -6.02734  C22 1.090
33 Cl -9.88126 -28.83009 -8.68828  C34 1.754
34 C -8.18987 -28.36845 -8.62636  Cl33 1.754, C35 1.530, H37 1.095, H38 1.090
35 C -7.38699 -29.15825 -7.59082  C34 1.530, Cl36 1.780, H39 1.091, H40 1.089
36 Cl -7.57166 -30.89374 -7.93850  C35 1.780
37 H -8.16263 -27.30124 -8.38242  C34 1.095
38 H -7.75202 -28.33799 -9.62448  C34 1.090
39 H -7.68958 -28.88468 -6.57901  C35 1.091
40 H -6.32100 -28.93609 -7.56666  C35 1.089
41 Cl -2.23920 -28.86211 -3.73726  C42 1.814
42 C -2.09844 -29.03596 -5.53692  Cl41 1.814, C43 1.496, H45 1.089, H46 1.087
43 C -2.68054 -30.32700 -6.01752  C42 1.496, Cl44 1.821, H47 1.085, H48 1.089
44 Cl -4.49454 -30.29133 -5.86754  C43 1.821
45 H -1.04519 -28.97620 -5.80715  C42 1.089
46 H -2.60675 -28.18551 -5.98344  C42 1.087
47 H -2.36897 -31.18576 -5.43231  C43 1.085
48 H -2.41923 -30.45816 -7.06625  C43 1.089
49 Cl -9.39656 -25.02328 -9.72491  C50 1.806
50 C -10.38231 -23.51022 -9.72930  Cl49 1.806, C51 1.496, H53 1.088, H54 1.086
51 C -11.83500 -23.78672 -9.95727  C50 1.496, Cl52 1.801, H55 1.089, H56 1.089
52 Cl -12.17673 -24.62439 -11.51453  C51 1.801
53 H -9.96668 -22.90569 -10.53324  C50 1.088
54 H -10.13356 -23.02973 -8.78777  C50 1.086
55 H -12.43919 -22.88063 -9.92918  C51 1.089
56 H -12.28768 -24.43513 -9.20831  C51 1.089
57 Cl -5.42942 -29.70209 -10.79453  C58 1.768
58 C -4.05631 -30.79288 -10.56653  Cl57 1.768, C59 1.516, H61 1.092, H62 1.086
59 C -4.50001 -31.98715 -9.74574  C58 1.516, Cl60 1.793, H63 1.091, H64 1.087
60 Cl -3.16593 -33.18529 -9.76556  C59 1.793
61 H -3.24968 -30.28423 -10.03423  C58 1.092
62 H -3.66319 -30.99524 -11.55836  C58 1.086
63 H -5.39231 -32.39567 -10.22173  C59 1.091
64 H -4.80100 -31.73176 -8.73327  C59 1.087
65 Cl -7.38646 -27.61608 -12.87226  C66 1.758
66 C -9.05809 -27.22276 -13.24893  Cl65 1.758, C67 1.508, H69 1.094, H70 1.097
67 C -10.04898 -27.76777 -12.25085  C66 1.508, Cl68 1.809, H71 1.084, H72 1.086
68 Cl -10.51095 -29.46222 -12.68258  C67 1.809
69 H -9.25563 -27.49705 -14.28900  C66 1.094
70 H -9.19761 -26.14950 -13.42850  C66 1.097
71 H -11.00594 -27.27159 -12.13615  C67 1.084
72 H -9.61083 -27.82866 -11.25865  C67 1.086

Results
Calculated total energy (eV): -152726.85409
Gap between HOMO and LUMO (eV): 9.6150

=====

No. 6
Below is a 2-piece molecular cluster, C3H4N2O3 overall, with properties calculated with ωB97M-V with the def2-TZVPD basis set.

Last columns: bonded neighbours and bond lengths (Å).
Cartesian coordinates (Å):
1 C -0.97962 0.57665 0.32471  C2 1.305, H6 1.079, H7 1.205
2 C -0.91608 -0.53260 -0.36041  C1 1.305, C3 1.427, H8 1.151
3 C 0.31228 -1.25933 -0.36582  C2 1.427, N4 1.148
4 N 1.14928 -1.88297 0.11237  C3 1.148, O5 1.195
5 O 2.16533 -2.41669 0.44575  N4 1.195
6 H -1.89554 1.14162 0.24391  C1 1.079
7 H 0.03450 1.01409 0.80719  C1 1.205
8 H -1.77954 -1.01248 -0.95188  C2 1.151
9 O 3.43089 1.47881 0.53579  N10 1.210
10 N 4.01000 0.60713 -0.07095  O9 1.210, O11 1.197, H12 1.049
11 O 5.09233 0.57969 -0.58163  N10 1.197
12 H 3.43159 -0.26642 -0.11917  N10 1.049

Results
Calculated total energy (eV): -12291.51668
Gap between HOMO and LUMO (eV): 9.9354